(A)
A cluster of 2 separate species, C4H10N2 in total, computed with ωB97M-V/def2-TZVPD.

Values from the calculation:
* structure (SMILES): [H]/N=C\C.C=NC
* frontier orbital gap: 10.01 eV
* LUMO level: 1.04 eV

Positions of all 16 atoms, in Å:
H (0.960, 1.300, -1.325)
C (-1.472, -0.178, 0.244)
H (-1.534, -0.986, -1.731)
N (-2.004, 0.950, 0.125)
C (-1.366, -1.323, -0.708)
H (1.376, 0.733, 2.022)
H (0.947, -1.056, 1.933)
H (-1.034, -0.431, 1.301)
H (2.610, 0.785, -1.078)
C (1.055, -0.117, 1.404)
H (1.875, 1.890, 0.109)
H (-2.080, -2.105, -0.453)
H (-1.880, 1.396, -0.789)
C (1.685, 1.033, -0.552)
N (1.226, -0.144, 0.129)
H (-0.365, -1.747, -0.634)

=====

(B)
The molecule C4H10N2, computed with ωB97M-V/def2-TZVPD.

Values from the calculation:
* structure (SMILES): CC1CNNC1
* frontier orbital gap: 9.79 eV
* LUMO level: 1.06 eV

Positions of all 16 atoms, in Å:
C (1.721, 0.109, 0.493)
H (-0.957, 1.170, -1.618)
C (0.581, -0.064, -0.474)
H (2.264, 1.041, 0.569)
H (1.250, -0.072, 1.525)
H (-0.198, 2.148, -0.193)
N (-1.567, 0.696, 0.410)
C (-0.327, -1.225, -0.175)
H (1.071, -0.015, -1.403)
H (0.228, -1.650, 0.682)
H (2.297, -0.876, 0.606)
H (-0.451, -2.022, -0.926)
H (-2.254, -0.818, -0.593)
N (-1.671, -0.710, 0.214)
C (-0.598, 1.201, -0.510)
H (-1.388, 1.088, 1.391)

=====

Question: of the structures shown, which is the least stable? Reply: (A).